The following is a DFT calculation (wB97M-V/def2-TZVPD) of a molecular structure, C15H21BF4GaGe2O7P2.

Output
LUMO (alpha / beta): 0.0040 / -0.1346 Ha
Energy above the lowest of the compared OMol25 structures with the same formula, charge and spin: 3.9 kJ/mol
Total energy: -8297.08696 Eh
HOMO-LUMO gap (alpha / beta): 9.275 / 6.240 eV

Structure (ORCA input):
```
! RIJCOSX wB97M-V def2-TZVPD def2/J DEFGRID3
* xyz 0 2
Ga 1.911 0.653 0.458
O 5.472 -1.209 -0.091
P 4.003 -1.276 -0.645
O 3.872 -1.912 -1.947
O 3.391 0.155 -0.498
O 3.188 -2.121 0.501
P 3.089 -1.572 2.013
O 2.377 -2.755 2.791
O 4.417 -1.199 2.524
O 1.980 -0.497 1.954
H 5.477 -1.061 0.878
H 3.018 -3.334 3.222
F 0.906 3.976 1.016
B 2.074 3.400 0.611
F 1.895 2.656 -0.603
F 3.156 4.183 0.601
F 2.312 2.202 1.548
C -0.420 1.561 3.175
Ge -1.285 0.280 2.017
C -3.090 0.837 1.513
C -1.149 -1.578 2.543
Ge -0.342 0.251 -0.438
C -1.341 1.541 -1.448
C -1.371 2.885 -1.061
C -2.112 3.802 -1.788
C -2.824 3.386 -2.906
C -2.799 2.055 -3.300
C -2.064 1.133 -2.572
C -0.569 -1.516 -1.183
C -1.785 -2.202 -1.168
C -1.881 -3.462 -1.736
C -0.766 -4.048 -2.322
C 0.443 -3.372 -2.347
C 0.544 -2.109 -1.779
H -1.038 1.652 4.072
H -0.348 2.543 2.710
H 0.572 1.213 3.449
H -3.699 0.839 2.420
H -3.532 0.151 0.792
H -3.075 1.840 1.090
H -1.639 -1.683 3.514
H -0.105 -1.865 2.641
H -1.644 -2.224 1.822
H -0.801 3.224 -0.205
H -2.126 4.842 -1.490
H -3.396 4.105 -3.478
H -3.350 1.739 -4.175
H -2.040 0.094 -2.879
H -2.665 -1.753 -0.719
H -2.827 -3.989 -1.720
H -0.845 -5.034 -2.760
H 1.323 -3.816 -2.795
H 1.505 -1.612 -1.821
*
```

Löwdin analysis output, partial charges in e:
1 Ga 0.325
2 O -0.083
3 P 0.257
4 O -0.229
5 O -0.213
6 O -0.241
7 P 0.252
8 O -0.081
9 O -0.240
10 O -0.272
11 H 0.062
12 H 0.098
13 F 0.180
14 B -1.154
15 F 0.102
16 F 0.242
17 F 0.093
18 C -0.207
19 Ge 0.823
20 C -0.221
21 C -0.202
22 Ge 1.030
23 C -0.345
24 C -0.109
25 C -0.064
26 C -0.069
27 C -0.073
28 C -0.095
29 C -0.354
30 C -0.130
31 C -0.081
32 C -0.072
33 C -0.052
34 C -0.098
35 H 0.036
36 H 0.024
37 H 0.025
38 H 0.032
39 H 0.018
40 H 0.020
41 H 0.037
42 H 0.006
43 H 0.020
44 H 0.089
45 H 0.111
46 H 0.107
47 H 0.107
48 H 0.097
49 H 0.096
50 H 0.105
51 H 0.106
52 H 0.116
53 H 0.069